A cluster of 2 separate species, C17H26ClF3O6PS in total at a distorted geometry, computed with the ωB97M-V functional and the def2-TZVPD basis.

Values from the calculation:
- spin multiplicity = 1
- energy relative to the best compared isomer or geometry (same formula, charge and spin) (kcal per mole) = 0.0
- net charge = -1
- LUMO energy (eV) = 2.547

Structure (XYZ):
```
55
Properties=species:S:1:pos:R:3:forces:R:3:mulliken_charge:R:1
C 1.20720 -2.99259 5.15103 -0.069 -0.010 -0.193 -1.516
C 1.37727 -2.14576 3.91860 -0.034 0.034 -0.097 1.036
C 2.12606 -0.97510 3.94191 -0.004 -0.107 -0.037 -1.052
C 2.27779 -0.21596 2.79186 -0.012 -0.076 0.089 -0.494
C 1.67618 -0.57700 1.59334 -0.092 -0.182 -0.035 -0.323
C 1.81729 0.25998 0.34988 0.266 0.169 0.278 2.230
C 1.08802 1.60220 0.50420 0.001 -0.010 -0.547 -0.977
C 3.29355 0.50134 -0.02421 -0.694 -0.234 0.293 -1.714
C 0.91529 -1.74799 1.57539 -0.013 -0.066 0.072 0.623
O 0.33679 -2.15219 0.40974 0.161 0.148 -0.428 -0.468
C -1.13370 -2.23937 0.40069 0.068 0.246 0.242 -1.397
C -1.88544 -1.05369 0.92585 -0.780 -0.628 -0.112 1.336
C -2.72475 -0.46387 -0.19315 0.559 -0.052 -0.291 -1.313
O -3.70829 0.52285 0.21915 0.083 0.495 0.216 -0.261
C -3.40702 1.80011 0.06391 0.004 0.091 -0.007 0.802
F -4.18882 2.55130 0.86747 0.348 -0.271 -0.410 -0.290
F -2.11543 2.11731 0.30564 -0.565 -0.036 -0.004 -0.208
F -3.64577 2.24053 -1.22433 0.091 -0.111 0.399 -0.318
P -2.70993 -1.50954 2.37389 0.245 -0.319 -0.280 -0.169
O -4.32082 -1.77564 1.91674 0.005 0.136 0.296 -0.543
Cl -3.10147 0.34690 3.36408 -0.155 0.296 0.239 -0.408
C 0.78390 -2.52275 2.72046 0.027 0.100 0.172 -0.636
H 1.92512 -3.81374 5.16482 0.097 -0.024 0.063 0.286
H 1.33724 -2.39786 6.05203 0.031 -0.002 0.104 0.368
H 0.21307 -3.43587 5.16609 -0.085 0.000 0.069 0.351
H 2.59118 -0.65773 4.86588 0.040 0.049 0.076 0.328
H 2.86891 0.68960 2.84658 0.023 0.099 -0.079 0.375
H 1.35429 -0.30188 -0.45481 -0.024 -0.016 -0.106 -0.485
H 0.08306 1.54553 0.09823 -0.161 -0.066 0.204 -0.014
H 1.61132 2.37122 -0.06872 0.042 0.100 0.022 0.340
H 1.02445 1.91187 1.54347 0.012 0.068 0.095 0.286
H 3.88584 -0.38764 0.18177 0.160 -0.040 -0.113 0.387
H 3.67948 1.33500 0.56083 0.222 0.052 -0.038 0.398
H 3.29806 0.73440 -1.08139 0.407 0.201 -0.139 0.336
H -1.34642 -2.38571 -0.66187 0.030 -0.069 -0.091 0.330
H -1.38925 -3.18497 0.89155 0.129 -0.021 0.133 0.415
H -3.33380 -1.22533 -0.68795 -0.171 0.007 0.005 0.458
H -2.09726 -0.01451 -0.97042 0.031 0.084 -0.062 0.422
H -4.88669 -1.07959 2.26521 -0.099 0.055 -0.089 0.264
H 0.17904 -3.41809 2.68028 -0.057 -0.058 -0.023 0.259
O 2.09013 1.03866 -3.08062 0.234 0.131 -0.102 -0.594
S 1.10797 0.61805 -4.03160 -0.343 -0.098 0.232 1.103
O 1.38563 0.74458 -5.43162 0.052 -0.009 -0.027 -0.622
O -0.26413 1.33400 -3.68681 -0.027 -0.069 -0.204 -0.190
C -0.25247 2.76935 -3.51337 -0.034 0.336 0.193 -0.115
C -0.14255 3.52280 -4.82243 0.072 -0.155 -0.079 -1.227
C 0.59554 -1.02288 -3.67011 0.000 -0.043 0.023 -0.712
H 0.54938 3.03374 -2.82294 0.048 -0.078 -0.021 0.259
H -1.19710 2.98322 -3.01874 -0.039 -0.103 0.014 0.242
H 0.82055 3.35454 -5.30166 0.020 0.006 0.016 0.333
H -0.25311 4.59103 -4.63362 -0.034 0.003 0.031 0.414
H -0.92086 3.20253 -5.51499 -0.037 0.034 0.016 0.275
H 0.37314 -1.09635 -2.60762 0.007 0.007 0.025 0.028
H 1.42777 -1.67232 -3.93172 0.021 0.002 0.006 0.408
H -0.27544 -1.25670 -4.27587 -0.008 0.006 -0.011 0.357
```
Forces are in eV/Å.